{
  "formula": "C3H4N2O3",
  "method": "ωB97M-V/def2-TZVPD",
  "fmax_ev_per_a": 6.804,
  "lumo_ev": -1.8,
  "total_charge": 0,
  "de_lowest_kj_mol": 609.6,
  "species": ["O", "O", "O", "N", "N", "C", "C", "C", "H", "H", "H", "H"],
  "positions_angstrom": [[2.36, -1.24, 0.47], [1.95, 1.38, -0.35], [-1.46, -1.55, -0.51], [0.54, 1.27, -0.34], [-1.96, 0.74, 0.49], [-1.16, -0.37, 0.03], [1.16, -1.23, -0.11], [0.22, -0.08, 0.01], [0.62, -2.03, -0.61], [-3.15, 1.07, 0.27], [2.40, 0.45, 0.31], [-1.51, 1.60, 0.34]],
  "nbo_charge": [-0.542, -0.532, -0.604, 0.045, -0.822, 0.621, 0.393, -0.110, 0.222, 0.428, 0.506, 0.397]
}